124
Properties=species:S:1:pos:R:3:forces:R:3 method="wB97M-V/def2-TZVPD" homo_ev="-0.2 / -7.0" multiplicity=2 lumo_energy_ev="2.324 / 2.315" orbital_gap_ev="2.516 / 9.296" charge=-1
S 3.831 -4.905 -0.673 -4.468 -1.390 -2.141
S 4.120 -1.465 3.455 0.095 0.062 -3.535
S 0.968 -0.303 -1.610 -0.811 0.622 -2.618
O -3.196 2.134 -4.558 -1.959 -0.343 0.243
O 0.662 -1.349 -0.334 0.222 -1.790 -1.503
O -1.704 -2.442 5.181 1.608 -0.622 -1.384
O 5.655 -1.698 2.780 -0.455 -0.069 1.919
O -2.460 -2.855 -4.571 0.311 0.406 -1.010
O -3.524 2.709 2.670 -0.022 0.788 -0.144
O -0.214 0.723 -1.029 -1.132 1.133 0.501
O 2.879 -5.640 0.193 2.418 2.228 -1.582
O 2.097 5.722 0.500 0.914 -0.059 0.786
O 0.601 -0.993 -2.870 0.496 -1.031 0.880
O 2.282 0.263 -1.450 1.483 -0.453 0.786
O 2.799 -1.333 -5.871 1.499 -0.373 0.234
O 3.776 -5.659 -2.113 0.328 -0.470 -0.029
O 3.425 -2.718 3.592 1.038 0.848 0.725
O 0.807 0.986 4.245 0.510 -2.687 -0.966
O 4.059 -0.446 4.488 0.916 -1.837 -1.866
O 3.637 -0.874 2.011 -0.139 0.750 0.690
O 3.166 -3.556 -1.400 0.794 -0.362 3.164
O 5.178 -4.692 -0.304 0.098 0.383 0.248
C 1.599 -2.062 -5.986 -1.162 0.952 1.233
C -0.199 2.389 5.658 -0.312 0.157 -0.193
C -0.507 0.556 0.348 -0.859 -0.468 1.365
C -2.412 -2.906 6.280 -0.914 0.689 0.925
C 2.726 3.389 0.413 -1.270 0.389 -1.043
C 2.996 -4.964 -3.126 -0.491 -0.647 0.091
C -2.364 -1.332 4.562 -0.827 -0.674 1.983
C 2.918 3.905 1.798 0.825 -0.086 0.656
C 2.570 0.080 -5.852 0.033 -0.456 -0.780
C -1.783 -3.919 -3.935 0.020 -0.616 0.531
C 3.026 5.423 1.575 -0.320 -0.415 0.248
C 1.868 4.533 -0.246 0.171 -1.389 -0.031
C -2.002 1.680 -3.919 0.560 1.354 -0.854
C -1.087 2.871 -4.087 1.111 0.382 0.240
C -4.279 1.861 3.488 0.364 -0.469 1.670
C 1.920 1.459 4.998 -1.090 0.759 -0.020
C -3.147 3.470 -5.036 1.408 -0.087 -0.438
C 1.394 0.214 -6.805 -0.324 0.182 -0.324
C -4.559 0.638 2.643 0.892 -0.279 1.342
C -0.222 1.905 4.256 -0.884 0.559 -0.839
C 0.555 -1.009 -6.418 -0.413 -0.057 0.233
C 1.288 2.541 5.824 -0.090 1.665 1.852
C 2.206 -3.935 -2.387 1.158 0.636 -0.111
C -2.909 -0.622 5.845 -1.168 1.146 -1.371
C 5.562 -2.199 1.426 -0.976 0.318 0.117
C -1.661 3.730 -5.179 0.030 0.111 -0.891
C -1.875 -3.642 -2.416 0.674 -0.018 0.187
C -4.744 1.294 1.354 -1.550 -1.031 -3.582
C -3.514 -2.438 -3.731 0.295 -0.122 0.551
C -2.891 -1.613 6.981 0.706 -0.495 0.267
C -4.125 2.688 1.368 0.450 -1.044 0.580
C -2.852 -2.496 -2.342 -1.510 0.544 0.443
C 0.211 -0.713 0.820 1.028 1.948 0.615
C 4.341 -1.398 0.834 0.279 -0.774 1.219
H -3.983 -1.497 -4.018 0.969 0.518 -0.157
H -5.358 -0.052 2.913 -0.133 0.356 0.262
H -1.848 -3.592 6.911 0.673 0.380 -0.187
H -3.613 3.537 -6.019 -0.450 -0.179 0.191
H 2.227 -5.620 -3.534 0.695 -0.594 -0.372
H 6.471 -1.946 0.880 0.055 0.313 0.398
H -0.102 2.514 -4.389 0.295 0.329 0.666
H -1.405 4.784 -5.070 0.039 0.014 0.037
H 1.671 -2.985 -6.563 0.465 0.466 -0.941
H 3.640 3.268 -0.168 0.114 -0.034 0.245
H -0.822 3.272 5.798 0.189 0.032 0.355
H -3.861 -1.747 7.460 0.066 0.093 0.032
H 2.836 6.058 2.441 -0.653 -0.092 0.013
H -3.941 -0.301 5.698 -0.072 0.188 -0.245
H 1.744 0.203 -7.837 0.142 -0.077 -0.045
H -1.749 -0.703 3.918 0.647 -0.343 0.424
H -2.168 -1.240 7.706 -0.026 -0.404 0.265
H -4.455 0.639 0.533 0.900 0.196 -0.183
H 2.458 0.479 -4.844 -0.618 -0.284 0.168
H -5.140 2.376 3.916 -0.431 0.030 -0.179
H 2.314 0.692 5.664 0.148 -0.183 -0.698
H 2.217 2.427 0.478 -0.028 0.017 -0.574
H 5.509 -3.287 1.408 -0.480 0.220 0.252
H -3.630 0.071 2.700 0.014 -0.155 -0.339
H -3.502 4.278 -4.397 -0.806 -0.463 0.574
H 2.125 -3.019 -2.973 -0.764 -0.069 0.059
H -0.550 1.533 6.234 -0.237 0.204 0.353
H -3.626 -2.721 -1.609 -0.021 0.181 0.255
H 1.519 2.456 6.885 0.462 0.256 -0.001
H 1.113 -0.379 1.334 -0.052 -0.212 0.628
H -0.729 -3.981 -4.207 0.010 0.591 -0.423
H -5.806 1.272 1.110 -0.401 0.814 0.296
H -0.886 -3.365 -2.052 -0.002 0.444 -0.118
H -1.325 3.418 -6.168 0.101 -0.124 -0.077
H -0.029 2.612 3.449 -0.032 0.868 0.203
H -3.299 2.828 0.672 -0.286 0.061 -0.178
H -4.382 -3.085 -3.858 -0.002 -0.880 0.405
H -1.228 1.547 4.039 0.210 -0.963 -0.332
H -2.094 1.448 -2.858 -0.427 -0.317 -0.176
H -0.185 -1.497 -7.052 0.146 0.610 -0.705
H -3.650 1.544 4.320 0.068 0.426 0.217
H -2.379 -1.558 -2.053 0.024 0.054 -0.291
H 3.588 -1.970 0.292 0.374 0.006 -0.096
H -0.409 -1.302 1.496 0.103 -0.437 -0.434
H -4.916 3.426 1.232 0.194 0.395 0.156
H -1.566 0.866 -4.498 -0.423 -0.450 0.257
H -2.166 -4.404 -1.692 -0.265 -0.653 -0.709
H 3.786 3.404 2.226 0.474 0.543 0.132
H -2.202 -4.861 -4.288 -0.394 -0.298 0.314
H 4.755 -0.598 0.219 -0.607 0.302 0.275
H 2.128 3.518 2.442 -0.527 0.729 -0.004
H -1.573 0.387 0.497 -0.313 0.433 -0.104
H -3.297 -3.499 6.050 -0.356 -0.040 -0.731
H -0.032 -0.587 -5.602 0.044 -0.827 0.619
H 0.887 1.164 -6.640 -0.291 -0.054 -0.068
H 2.630 1.918 4.309 0.490 -0.532 0.131
H 0.802 4.305 -0.243 -0.122 -0.036 0.246
H -1.093 3.497 -3.195 0.541 -0.317 0.275
H 3.647 -4.520 -3.879 0.105 -0.267 0.125
H 2.138 4.621 -1.298 0.204 0.417 -0.016
H -2.350 0.289 6.058 0.144 -0.146 0.019
H 1.282 -2.463 -5.023 0.069 0.236 0.565
H -3.142 -1.742 3.918 -0.424 0.087 0.066
H 1.273 -4.350 -2.007 0.065 0.442 0.377
H 3.427 0.614 -6.262 0.354 -0.395 -0.088
H 1.518 3.545 5.467 0.438 0.047 0.115
H 4.058 5.679 1.336 0.172 -0.084 -0.656
H -0.166 1.397 0.953 -0.148 0.218 -0.111